# C41H101ClN5O8

A 7-piece molecular cluster, C41H101ClN5O8 overall in a non-equilibrium geometry (ωB97M-V/def2-TZVPD, the Open Molecules 2025 dataset).

Calculated values
HOMO level, eV: -12.9
E, a.u.: -2957.50965
Orbital gap, eV: 7.23
Charge: +3
Spin multiplicity: 1

Each atom is followed by the atoms it is bonded to, with distances in Å.
CARTESIAN COORDINATES (ANGSTROEM)
1 Cl 12.3547 5.6106 26.2151  no bonds
2 C 14.4135 2.0116 25.8823  C3 1.569, H12 1.090, H13 1.090, H14 1.090
3 C 15.9653 2.2358 25.9391  C2 1.569, N4 1.563, H15 1.090, H16 1.090
4 N 16.4084 3.6789 26.3448  C3 1.563, C5 1.547, C6 1.572, C8 1.554
5 C 17.9416 3.6264 26.5428  N4 1.547, H17 1.090, H18 1.090, H19 1.090
6 C 15.9963 4.7928 25.3144  N4 1.572, C7 1.555, H20 1.090, H21 1.090
7 C 16.8860 4.9556 24.0500  C6 1.555, H22 1.090, H23 1.090, H24 1.090
8 C 15.9004 4.0918 27.7537  N4 1.554, C9 1.465, H25 1.090, H26 1.090
9 C 15.8086 3.2047 28.9163  C8 1.465, O10 1.452, H27 1.090, H28 1.090
10 O 17.1115 2.8667 29.4609  C9 1.452, C11 1.411
11 C 17.1273 1.6387 30.1560  O10 1.411, H29 1.090, H30 1.090, H31 1.090
12 H 14.0115 2.4855 24.9868  C2 1.090
13 H 13.9516 2.4896 26.7462  C2 1.090
14 H 14.1111 0.9644 25.8757  C2 1.090
15 H 16.4068 2.0630 24.9576  C3 1.090
16 H 16.4315 1.5489 26.6455  C3 1.090
17 H 18.3479 4.6250 26.7032  C5 1.090
18 H 18.4223 3.1349 25.6969  C5 1.090
19 H 18.1624 3.1236 27.4843  C5 1.090
20 H 15.8846 5.7345 25.8517  C6 1.090
21 H 15.0196 4.4412 24.9817  C6 1.090
22 H 16.3016 5.3755 23.2313  C7 1.090
23 H 17.1956 3.9837 23.6657  C7 1.090
24 H 17.7589 5.5188 24.3799  C7 1.090
25 H 14.9267 4.5393 27.5544  C8 1.090
26 H 16.5188 4.9658 27.9581  C8 1.090
27 H 15.1851 2.3358 28.7061  C9 1.090
28 H 15.3169 3.7820 29.6992  C9 1.090
29 H 16.1874 1.0889 30.1073  C11 1.090
30 H 17.3781 1.7904 31.2059  C11 1.090
31 H 17.7970 0.8866 29.7389  C11 1.090
32 C 15.8126 8.3450 24.2657  C33 1.531, H42 1.090, H43 1.090, H44 1.090
33 C 15.5504 9.7765 24.7418  C32 1.531, N34 1.535, H45 1.090, H46 1.090
34 N 14.1488 10.2711 24.3578  C33 1.535, C35 1.583, C36 1.613, C38 1.592
35 C 13.0933 9.2247 24.9015  N34 1.583, H47 1.090, H48 1.090, H49 1.090
36 C 13.9949 11.6563 25.1704  N34 1.613, C37 1.561, H50 1.090, H51 1.090
37 C 14.8914 12.7831 24.5672  C36 1.561, H52 1.090, H53 1.090, H54 1.090
38 C 13.9850 10.5105 22.7929  N34 1.592, C39 1.554, H55 1.090, H56 1.090
39 C 12.5883 11.0840 22.4251  C38 1.554, O40 1.400, H57 1.090, H58 1.090
40 O 11.6659 10.0624 22.6831  C39 1.400, C41 1.485
41 C 10.3135 10.6110 22.4106  O40 1.485, H59 1.090, H60 1.090, H61 1.090
42 H 16.8784 8.1201 24.2247  C32 1.090
43 H 15.5232 8.0940 23.2453  C32 1.090
44 H 15.3688 7.6538 24.9823  C32 1.090
45 H 16.3681 10.3906 24.3645  C33 1.090
46 H 15.6154 9.9217 25.8201  C33 1.090
47 H 13.3130 9.0928 25.9610  C35 1.090
48 H 13.2692 8.3142 24.3288  C35 1.090
49 H 12.0666 9.5749 25.0079  C35 1.090
50 H 14.2498 11.5673 26.2264  C36 1.090
51 H 12.9429 11.9323 25.2415  C36 1.090
52 H 15.9340 12.6272 24.8441  C37 1.090
53 H 14.6360 13.7182 25.0657  C37 1.090
54 H 14.7137 12.9706 23.5083  C37 1.090
55 H 14.0976 9.5436 22.3024  C38 1.090
56 H 14.7952 11.1278 22.4049  C38 1.090
57 H 12.5446 11.2522 21.3490  C39 1.090
58 H 12.4347 12.0124 22.9753  C39 1.090
59 H 10.1484 11.5994 22.8394  C41 1.090
60 H 9.5529 9.9385 22.8074  C41 1.090
61 H 10.1242 10.7248 21.3432  C41 1.090
62 C 11.5221 3.9890 29.9842  C63 1.551, H72 1.090, H73 1.090, H74 1.090
63 C 10.1222 4.1880 29.3459  C62 1.551, N64 1.561, H75 1.090, H76 1.090
64 N 9.6449 2.8792 28.6424  C63 1.561, C65 1.574, C66 1.552, C68 1.612
65 C 8.2349 3.0880 27.9746  N64 1.574, H77 1.090, H78 1.090, H79 1.090
66 C 10.6603 2.3730 27.5840  N64 1.552, C67 1.522, H80 1.090, H81 1.090
67 C 10.3533 1.0690 26.8612  C66 1.522, H82 1.090, H83 1.090, H84 1.090
68 C 9.5206 1.6543 29.6834  N64 1.612, C69 1.563, H85 1.090, H86 1.090
69 C 8.8431 2.0059 31.0474  C68 1.563, O70 1.396, H87 1.090, H88 1.090
70 O 7.6333 2.6265 30.7299  C69 1.396, C71 1.416
71 C 6.8436 3.2091 31.7503  O70 1.416, H89 1.090, H90 1.090, H91 1.090
72 H 11.5588 4.6092 30.8798  C62 1.090
73 H 12.3494 4.3109 29.3516  C62 1.090
74 H 11.6524 2.9591 30.3165  C62 1.090
75 H 10.0999 4.9621 28.5789  C63 1.090
76 H 9.3881 4.3746 30.1298  C63 1.090
77 H 8.5549 3.7327 27.1561  C65 1.090
78 H 7.5592 3.6562 28.6140  C65 1.090
79 H 7.8162 2.1592 27.5870  C65 1.090
80 H 11.6918 2.4159 27.9337  C66 1.090
81 H 10.5473 3.2061 26.8903  C66 1.090
82 H 10.5370 0.3014 27.6130  C67 1.090
83 H 10.9226 0.8352 25.9616  C67 1.090
84 H 9.3114 1.0012 26.5482  C67 1.090
85 H 10.5569 1.3163 29.6825  C68 1.090
86 H 8.9526 0.8544 29.2083  C68 1.090
87 H 9.4985 2.5006 31.7642  C69 1.090
88 H 8.7225 1.0653 31.5849  C69 1.090
89 H 6.5566 2.4426 32.4703  C71 1.090
90 H 5.9298 3.6490 31.3509  C71 1.090
91 H 7.3502 3.9737 32.3392  C71 1.090
92 C 12.6703 1.9528 22.7167  C93 1.593, H102 1.090, H103 1.090, H104 1.090
93 C 11.4687 2.8292 23.2887  C92 1.593, N94 1.564, H105 1.090, H106 1.090
94 N 10.9911 4.0308 22.4089  C93 1.564, C95 1.521, C96 1.560, C98 1.540
95 C 9.6611 4.4607 23.0091  N94 1.521, H107 1.090, H108 1.090, H109 1.090
96 C 12.0202 5.1984 22.5168  N94 1.560, C97 1.594, H110 1.090, H111 1.090
97 C 11.6092 6.5692 21.8155  C96 1.594, H112 1.090, H113 1.090, H114 1.090
98 C 10.6990 3.6301 20.9510  N94 1.540, C99 1.534, H115 1.090, H116 1.090
99 C 9.7538 2.4461 20.7119  C98 1.534, O100 1.450, H117 1.090, H118 1.090
100 O 8.3694 2.8740 20.7723  C99 1.450, C101 1.431
101 C 7.7477 3.3207 19.5636  O100 1.431, H119 1.090, H120 1.090, H121 1.090
102 H 12.4889 1.4439 21.7700  C92 1.090
103 H 13.0004 1.1759 23.4063  C92 1.090
104 H 13.4904 2.6064 22.4197  C92 1.090
105 H 11.9381 3.2894 24.1582  C93 1.090
106 H 10.6260 2.1534 23.4342  C93 1.090
107 H 9.8337 4.6632 24.0661  C95 1.090
108 H 9.0453 3.5625 23.0557  C95 1.090
109 H 9.1229 5.2152 22.4354  C95 1.090
110 H 12.9818 4.8749 22.1185  C96 1.090
111 H 12.1974 5.4033 23.5726  C96 1.090
112 H 11.3148 6.4123 20.7779  C97 1.090
113 H 12.4777 7.2232 21.7372  C97 1.090
114 H 10.7924 7.0855 22.3199  C97 1.090
115 H 11.7506 3.4228 20.7528  C98 1.090
116 H 10.3668 4.5451 20.4608  C98 1.090
117 H 10.0067 1.7566 21.5173  C99 1.090
118 H 10.0762 2.0379 19.7540  C99 1.090
119 H 6.7468 3.6808 19.8017  C101 1.090
120 H 7.8030 2.5172 18.8292  C101 1.090
121 H 8.3419 4.2047 19.3322  C101 1.090
122 C 10.0177 11.0676 27.4882  C123 1.552, H132 1.090, H133 1.090, H134 1.090
123 C 9.0532 9.9646 27.9988  C122 1.552, N124 1.530, H135 1.090, H136 1.090
124 N 9.0583 8.5670 27.3775  C123 1.530, C125 1.592, C126 1.549, C128 1.552
125 C 7.6485 7.9160 27.7283  N124 1.592, H137 1.090, H138 1.090, H139 1.090
126 C 9.0620 8.6994 25.8338  N124 1.549, C127 1.568, H140 1.090, H141 1.090
127 C 9.0334 7.3871 24.9761  C126 1.568, H142 1.090, H143 1.090, H144 1.090
128 C 10.2752 7.7310 27.8569  N124 1.552, C129 1.547, H145 1.090, H146 1.090
129 C 10.6094 7.5606 29.3576  C128 1.547, O130 1.428, H147 1.090, H148 1.090
130 O 9.4148 7.3207 30.1022  C129 1.428, C131 1.439
131 C 9.6121 7.0501 31.5020  O130 1.439, H149 1.090, H150 1.090, H151 1.090
132 H 9.9582 11.9486 28.1273  C122 1.090
133 H 9.8669 11.4318 26.4719  C122 1.090
134 H 11.0455 10.7068 27.5268  C122 1.090
135 H 8.0439 10.3742 27.9590  C123 1.090
136 H 9.1834 9.7633 29.0621  C123 1.090
137 H 7.7269 6.8434 27.5511  C125 1.090
138 H 6.7869 8.3191 27.1961  C125 1.090
139 H 7.4143 7.8581 28.7912  C125 1.090
140 H 9.9543 9.2804 25.6007  C126 1.090
141 H 8.1778 9.3253 25.7138  C126 1.090
142 H 8.8755 7.5177 23.9056  C127 1.090
143 H 8.3603 6.5795 25.2638  C127 1.090
144 H 9.9395 6.7818 24.9511  C127 1.090
145 H 11.1199 8.0867 27.2670  C128 1.090
146 H 10.0829 6.7194 27.4994  C128 1.090
147 H 11.1189 8.4815 29.6411  C129 1.090
148 H 11.4067 6.8402 29.5407  C129 1.090
149 H 10.5600 6.6142 31.8177  C131 1.090
150 H 8.8455 6.4312 31.9683  C131 1.090
151 H 9.5338 8.0344 31.9636  C131 1.090
152 O 13.5004 8.0456 28.3411  C153 1.344, H156 0.960
153 C 14.7581 8.4843 28.1584  O152 1.344, O154 1.233, O155 1.211
154 O 15.5505 7.5927 27.8476  C153 1.233
155 O 15.0707 9.6477 28.2859  C153 1.211
156 H 13.8841 7.2278 28.0160  O152 0.960